Record 1
This record from OMol25 describes an isolated molecule of C24H24N4OS in a non-equilibrium geometry. The level of theory is ωB97M-V/def2-TZVPD.

Results
Highest occupied orbital energy   -8.28 eV
Energy relative to the best compared isomer or geometry (same formula, charge and spin)   74.3 kcal per mole
DFT total energy   -44119.0965 eV
SMILES   CN1C(=O)[C@@H](Cc2ccccc2)N(/C=C/[C@@H](N=C=S)c2ccc(C#N)cc2)C1(C)C

Atoms and positions in Å:
C  -2.032  3.862  0.052
N  -1.745  2.419  0.184
C  -2.711  1.489  0.407
O  -3.889  1.759  0.526
C  -2.039  0.114  0.422
C  -2.585  -0.858  -0.597
C  -4.039  -1.140  -0.446
C  -4.924  -0.874  -1.479
C  -6.286  -1.024  -1.302
C  -6.783  -1.465  -0.066
C  -5.883  -1.808  0.941
C  -4.528  -1.638  0.762
N  -0.635  0.476  0.288
C  0.303  -0.530  0.498
C  1.624  -0.338  0.266
C  2.647  -1.495  0.477
C  4.153  -1.012  0.298
C  4.984  -2.087  0.285
C  6.343  -1.925  0.041
C  6.813  -0.650  -0.201
C  8.217  -0.442  -0.241
N  9.374  -0.264  -0.237
C  5.949  0.432  -0.261
C  4.555  0.277  -0.054
C  -0.388  1.929  0.073
C  0.203  2.213  -1.300
C  0.510  2.482  1.209
H  -3.115  3.994  0.147
H  -1.498  4.407  0.842
H  -1.678  4.193  -0.932
H  -2.170  -0.259  1.432
H  -2.354  -0.442  -1.565
H  -1.992  -1.755  -0.488
H  -4.508  -0.540  -2.426
H  -6.970  -0.759  -2.104
H  -7.854  -1.580  0.072
H  -6.280  -2.170  1.901
H  -3.835  -1.909  1.557
H  -0.047  -1.584  0.567
H  2.018  0.551  -0.188
H  2.583  -1.634  1.638
H  4.606  -3.111  0.360
H  6.956  -2.827  -0.017
H  6.344  1.412  -0.524
H  3.862  1.083  -0.268
H  -0.576  2.017  -2.036
H  0.471  3.272  -1.307
H  1.082  1.617  -1.518
H  -0.077  2.536  2.136
H  1.410  1.874  1.364
H  0.811  3.488  0.900
N  2.357  -2.695  -0.182
C  1.995  -3.842  -0.037
S  1.256  -5.240  0.129


Record 2
This record from OMol25 describes a structure of composition C24H24N6O3ReSSi in a non-equilibrium geometry. The level of theory is ωB97M-V/def2-TZVPD.

Results
2S+1   2
Highest occupied orbital energy (spin up / spin down)   -13.39 / -13.38 eV
Total charge   +2
⟨S²⟩   0.771
Energy relative to the best compared isomer or geometry (same formula, charge and spin)   22.6 kcal per mole
DFT total energy   -61186.9254 eV

Atoms and positions in Å:
Re  0.452  0.626  -0.098
N  0.280  0.346  2.165
N  -0.484  -0.789  2.486
C  -1.076  -1.496  1.504
N  -1.914  -2.460  1.784
N  -0.706  -1.107  0.276
N  -1.293  -1.595  -0.915
O  -0.881  -1.018  -1.909
O  -2.063  -2.512  -0.889
H  1.180  0.303  2.636
H  -0.206  1.195  2.455
H  -0.684  -0.978  3.457
H  -2.146  -2.715  2.732
H  -2.343  -2.958  1.014
S  1.683  1.925  -1.541
C  2.848  0.604  -1.327
C  4.087  0.417  -1.886
C  4.786  -0.728  -1.516
C  4.226  -1.632  -0.613
C  2.978  -1.381  -0.098
N  2.300  -0.269  -0.448
H  4.486  1.141  -2.585
H  5.772  -0.915  -1.925
H  4.762  -2.523  -0.317
H  2.508  -2.056  0.606
O  -1.163  1.566  0.134
Si  -2.638  2.123  -0.438
C  -2.347  3.146  -1.977
C  -1.081  3.713  -2.165
C  -0.781  4.412  -3.330
C  -1.752  4.556  -4.311
C  -3.024  4.034  -4.117
C  -3.331  3.347  -2.949
C  -3.339  3.316  0.810
C  -2.505  4.330  1.300
C  -2.988  5.251  2.219
C  -4.309  5.176  2.646
C  -5.144  4.179  2.165
C  -4.666  3.252  1.244
C  -3.684  0.605  -0.682
C  -4.017  0.124  -1.953
C  -4.817  -1.004  -2.091
C  -5.290  -1.668  -0.966
C  -4.952  -1.214  0.305
C  -4.150  -0.088  0.445
H  -0.331  3.635  -1.382
H  0.203  4.846  -3.463
H  -1.522  5.095  -5.222
H  -3.785  4.167  -4.876
H  -4.343  2.984  -2.798
H  -1.478  4.411  0.952
H  -2.338  6.035  2.590
H  -4.692  5.909  3.345
H  -6.172  4.120  2.502
H  -5.333  2.485  0.865
H  -3.651  0.630  -2.840
H  -5.078  -1.360  -3.080
H  -5.922  -2.541  -1.076
H  -5.330  -1.725  1.184
H  -3.910  0.279  1.441


Record 3
This record from OMol25 describes a structure of composition C24H25BCeN10O8PSeTe in a non-equilibrium geometry. The level of theory is ωB97M-V/def2-TZVPD.

Results
2S+1   2
Highest occupied orbital energy (spin up / spin down)   -8.06 / -8.06 eV
⟨S²⟩   0.753
Energy relative to the best compared isomer or geometry (same formula, charge and spin)   0.0 kcal per mole
DFT total energy   -152116.1732 eV

Atoms and positions in Å:
Ce  0.102  -0.283  -0.227
C  -2.040  3.630  1.422
C  -1.511  2.822  0.413
N  -0.910  1.762  0.935
N  -1.038  1.857  2.270
C  -1.712  2.976  2.589
B  -0.370  0.812  3.200
N  1.138  0.937  2.971
C  2.088  1.477  3.750
C  3.229  1.621  2.994
C  2.872  1.138  1.735
N  1.614  0.712  1.733
N  -0.862  -0.590  2.779
C  -0.857  -1.686  3.562
C  -1.691  -2.621  2.998
C  -2.169  -2.003  1.841
N  -1.658  -0.787  1.709
N  -0.790  1.039  4.648
C  -2.060  0.886  5.089
C  -2.062  1.055  6.452
C  -0.723  1.316  6.764
N  0.022  1.296  5.678
H  -2.572  4.555  1.321
H  -1.550  2.954  -0.652
H  -1.912  3.246  3.607
H  1.874  1.705  4.774
H  4.172  2.023  3.301
H  3.474  1.120  0.846
H  -0.268  -1.739  4.457
H  -1.909  -3.606  3.354
H  -2.872  -2.376  1.119
H  -2.864  0.678  4.411
H  -2.893  0.994  7.125
H  -0.280  1.513  7.723
O  -2.905  -5.214  -3.196
C  -2.399  -4.188  -2.476
C  -1.522  -4.403  -1.412
C  -1.039  -3.308  -0.719
N  -1.377  -2.061  -1.034
C  -2.182  -1.847  -2.071
C  -2.735  -2.876  -2.815
C  -2.352  -0.342  -2.430
O  -3.234  -0.040  -3.220
O  -1.509  0.411  -1.870
C  0.018  -3.453  0.409
O  0.184  -4.570  0.878
O  0.629  -2.383  0.694
H  -2.491  -6.038  -2.907
H  -1.193  -5.391  -1.120
H  -3.377  -2.660  -3.654
Se  1.230  -3.860  -3.888
C  1.120  -2.497  -2.821
N  1.030  -1.600  -2.082
C  1.035  0.023  -5.302
C  1.305  0.808  -4.031
O  2.455  0.276  -3.383
P  2.795  0.896  -1.939
O  1.575  1.091  -1.103
Te  3.932  2.939  -2.228
O  3.866  -0.148  -1.366
C  3.648  -1.198  -0.421
C  4.081  -2.546  -0.972
H  0.153  0.432  -5.786
H  0.847  -1.021  -5.063
H  1.885  0.084  -5.977
H  0.441  0.748  -3.354
H  1.493  1.866  -4.264
H  2.589  -1.235  -0.117
H  4.254  -0.944  0.458
H  3.382  -2.895  -1.728
H  4.102  -3.258  -0.153
H  5.074  -2.474  -1.411


Record 4
This record from OMol25 describes a structure of composition C24H25BCo2O8 in a non-equilibrium geometry. The level of theory is ωB97M-V/def2-TZVPD.

Results
Highest occupied orbital energy   -8.51 eV
Energy relative to the best compared isomer or geometry (same formula, charge and spin)   0.0 kcal per mole
DFT total energy   -117598.7949 eV

Atoms and positions in Å:
C  -2.819  -1.635  0.056
C  -1.728  -2.699  -0.008
C  -2.140  -3.843  -0.912
O  -0.532  -2.140  -0.514
B  0.165  -1.551  0.606
C  1.701  -2.171  0.577
C  2.347  -2.520  1.751
C  3.551  -3.245  1.712
C  4.137  -3.594  0.486
C  3.492  -3.210  -0.701
C  2.271  -2.504  -0.643
C  0.269  0.111  0.363
C  -0.187  0.541  -0.960
C  0.527  1.198  1.284
O  -0.410  -2.019  1.858
C  -1.230  -3.139  1.495
C  -2.358  -3.265  2.495
C  -0.420  -4.417  1.428
H  -3.762  -2.115  0.339
H  -2.583  -0.844  0.783
H  -2.953  -1.168  -0.928
H  -3.016  -4.349  -0.490
H  -2.393  -3.429  -1.894
H  -1.311  -4.549  -1.025
H  1.927  -2.249  2.714
H  4.041  -3.526  2.646
H  5.097  -4.133  0.445
H  3.936  -3.446  -1.674
H  1.781  -2.221  -1.574
H  -0.576  -0.244  -1.625
H  -0.930  1.357  -0.895
H  0.708  0.953  -1.431
H  -0.427  1.835  1.436
H  1.083  0.774  2.150
H  -3.049  -4.041  2.157
H  -1.944  -3.567  3.458
H  -2.895  -2.322  2.632
H  -1.091  -5.260  1.253
H  0.328  -4.376  0.632
H  0.096  -4.564  2.378
O  -1.876  6.392  1.675
C  -1.463  6.120  0.625
Co  -0.906  5.616  -0.965
C  -2.013  4.241  -1.157
O  -2.651  3.304  -1.276
C  -1.898  7.079  -1.492
O  -2.632  7.941  -1.789
C  0.774  4.868  -0.122
C  1.087  3.502  -0.133
C  1.339  2.432  0.806
Co  1.012  4.232  -1.746
C  0.486  2.868  -2.760
O  0.136  2.041  -3.538
C  2.438  4.695  -2.663
O  3.298  5.052  -3.377
C  -0.221  5.312  -2.823
O  -0.459  5.610  -3.932
H  1.103  5.594  0.649
H  2.121  1.749  0.364
H  1.621  2.934  1.792


Record 5
This record from OMol25 describes a structure of composition C24H25Br43ClF3O4S in a non-equilibrium geometry. The level of theory is ωB97M-V/def2-TZVPD.

Results
Highest occupied orbital energy   -9.38 eV
DFT total energy   -3076811.5598 eV

Atoms and positions in Å:
C  -3.702  -0.127  1.661
C  -3.274  0.228  0.588
C  -3.131  0.765  -0.714
C  -4.092  0.128  -1.717
C  -5.279  0.971  -2.152
C  -6.394  1.232  -1.112
C  -6.582  2.601  -0.593
C  -5.453  3.201  0.230
C  -4.705  4.257  -0.456
F  -4.091  3.862  -1.566
F  -3.758  4.695  0.352
F  -5.451  5.296  -0.757
O  -6.336  0.163  -0.139
S  -7.083  -1.097  -0.635
O  -6.254  -2.145  -1.055
O  -8.037  -1.473  0.297
O  -7.697  -0.483  -2.023
C  -7.683  0.876  -1.831
Cl  -9.164  1.197  -0.824
Br  -8.016  1.917  -3.420
H  -3.972  -0.408  2.619
H  -3.192  1.829  -0.672
H  -2.133  0.537  -1.032
H  -4.363  -0.837  -1.351
H  -3.523  -0.039  -2.599
H  -5.670  0.512  -3.029
H  -4.873  1.896  -2.482
H  -6.840  3.271  -1.378
H  -7.430  2.580  0.049
H  -4.814  2.451  0.629
H  -5.888  3.667  1.083
C  0.923  -1.209  -4.967
Br  0.920  -2.967  -4.191
Br  0.015  -1.222  -6.652
Br  0.245  0.122  -3.750
H  1.949  -0.944  -5.165
C  -13.075  0.411  -0.804
Br  -12.300  1.140  -2.402
Br  -12.807  -1.485  -0.693
Br  -12.430  1.313  0.766
H  -14.137  0.583  -0.856
C  3.434  1.614  0.581
Br  1.968  0.955  -0.472
Br  3.623  0.668  2.248
Br  5.074  1.597  -0.413
H  3.218  2.641  0.826
C  3.785  -2.693  0.480
Br  2.443  -3.317  -0.731
Br  3.739  -3.650  2.139
Br  5.537  -2.718  -0.306
H  3.551  -1.665  0.703
C  5.142  2.902  5.309
Br  4.588  2.772  7.142
Br  4.475  4.493  4.465
Br  7.047  2.764  5.133
H  4.714  2.063  4.786
C  6.808  -2.974  5.375
Br  7.917  -2.117  6.689
Br  5.743  -1.703  4.408
Br  7.828  -4.085  4.185
H  6.131  -3.620  5.909
C  0.708  -0.768  -10.904
Br  0.917  1.117  -11.193
Br  2.071  -1.480  -9.760
Br  -1.057  -1.199  -10.270
H  0.822  -1.252  -11.859
C  11.532  -2.530  5.131
Br  12.652  -1.700  6.453
Br  10.509  -1.235  4.159
Br  12.537  -3.668  3.956
H  10.829  -3.157  5.657
C  -4.891  1.606  -6.932
Br  -3.981  2.138  -5.329
Br  -3.885  0.341  -7.970
Br  -6.657  0.910  -6.613
H  -5.000  2.489  -7.540
C  -2.439  -2.517  -4.199
Br  -2.966  -0.914  -5.130
Br  -1.409  -2.126  -2.622
Br  -3.939  -3.641  -3.794
H  -1.798  -3.065  -4.870
C  8.110  2.950  9.399
Br  6.983  1.643  10.239
Br  8.809  4.213  10.670
Br  9.513  2.131  8.380
H  7.495  3.504  8.706
C  -4.037  -5.461  0.155
Br  -4.631  -3.818  -0.683
Br  -3.038  -5.118  1.766
Br  -5.521  -6.638  0.473
H  -3.369  -5.976  -0.518
C  6.668  -5.899  -2.152
Br  5.302  -6.511  -3.354
Br  6.621  -6.845  -0.485
Br  8.410  -5.967  -2.960
H  6.457  -4.865  -1.935
C  10.900  6.348  8.140
Br  12.710  6.521  7.525
Br  10.183  8.029  8.731
Br  9.778  5.527  6.819
H  10.913  5.691  8.995


Record 6
This record from OMol25 describes a cluster of 2 separate species, C24H25F3N2O2 in total in a non-equilibrium geometry. The level of theory is ωB97M-V/def2-TZVPD.

Results
Highest occupied orbital energy   -6.35 eV
Energy relative to the best compared isomer or geometry (same formula, charge and spin)   25.8 kcal per mole
DFT total energy   -40517.9330 eV

Atoms and positions in Å:
F  7.941  0.306  0.690
C  7.294  1.357  0.100
F  7.750  2.496  0.706
F  7.726  1.406  -1.203
C  5.793  1.223  0.191
C  5.001  2.369  0.220
C  3.629  2.253  0.315
C  2.989  0.974  0.442
O  1.723  0.899  0.751
C  3.837  -0.173  0.304
C  5.213  -0.043  0.216
H  5.458  3.354  0.171
H  2.995  3.134  0.356
H  3.385  -1.161  0.337
H  5.838  -0.932  0.170
C  -3.419  -0.400  1.649
N  -3.720  -0.164  0.250
C  -2.860  -0.115  -0.796
C  -1.399  -0.179  -0.605
C  -0.882  -1.040  0.457
C  0.334  -0.810  1.014
C  0.592  -1.246  2.383
C  1.411  -0.499  3.256
C  1.695  -0.927  4.548
C  1.110  -2.103  5.038
C  0.234  -2.826  4.220
C  -0.035  -2.404  2.917
O  -0.602  0.520  -1.269
N  -3.601  0.204  -1.896
C  -3.103  0.388  -3.295
C  -4.281  0.562  -4.234
C  -2.291  -0.837  -3.689
C  -2.255  1.646  -3.368
C  -4.924  0.323  -1.521
C  -5.002  0.078  -0.195
H  -4.284  -0.060  2.228
H  -3.275  -1.467  1.863
H  -2.535  0.161  1.973
H  -1.508  -1.876  0.762
H  1.138  -0.293  0.421
H  1.818  0.439  2.880
H  2.372  -0.337  5.165
H  1.333  -2.447  6.048
H  -0.240  -3.734  4.593
H  -0.715  -2.983  2.287
H  -4.836  1.483  -4.019
H  -3.893  0.652  -5.257
H  -4.962  -0.296  -4.215
H  -1.372  -0.903  -3.103
H  -2.888  -1.747  -3.559
H  -2.020  -0.749  -4.748
H  -1.371  1.555  -2.736
H  -1.934  1.792  -4.407
H  -2.844  2.516  -3.057
H  -5.707  0.580  -2.216
H  -5.852  0.083  0.466


Record 7
This record from OMol25 describes a structure of composition C24H25FN5O6RuS2 in a non-equilibrium geometry. The level of theory is ωB97M-V/def2-TZVPD.

Results
2S+1   6
Highest occupied orbital energy (spin up / spin down)   -7.02 / -7.02 eV
⟨S²⟩   8.768
Energy relative to the best compared isomer or geometry (same formula, charge and spin)   72.7 kcal per mole
DFT total energy   -71993.9446 eV

Atoms and positions in Å:
Ru  2.583  -3.353  -0.408
C  2.167  0.285  3.002
C  1.153  -1.633  1.648
C  -0.043  -1.418  2.584
O  1.723  -2.883  2.011
C  1.639  -1.371  -0.935
O  2.316  -0.232  -0.740
O  1.605  -1.877  -2.046
H  2.165  -0.377  3.866
H  1.280  0.920  3.031
H  3.059  0.904  3.066
H  0.270  -1.585  3.613
H  -0.813  -2.151  2.331
H  -0.470  -0.421  2.499
H  1.035  -3.536  1.809
S  4.551  -2.929  -2.081
C  5.116  -4.377  -1.357
S  3.870  -5.375  -0.646
C  6.433  -4.761  -1.353
C  6.860  -6.015  -0.838
N  7.236  -7.035  -0.455
C  7.447  -3.917  -1.888
N  8.282  -3.238  -2.297
C  1.258  2.980  -1.212
C  1.044  2.623  0.258
N  0.844  1.188  0.473
C  2.083  0.417  0.519
C  2.228  -0.535  1.715
C  3.734  -1.071  1.542
O  4.598  -0.369  2.042
O  3.924  -2.128  0.858
C  0.617  -1.791  0.165
O  0.326  -3.101  -0.066
C  -0.508  -0.796  -0.092
C  -1.714  -1.331  -0.488
C  -2.809  -0.523  -0.698
F  -4.000  -1.100  -1.020
C  -2.707  0.849  -0.566
C  -1.475  1.386  -0.199
C  -0.348  0.601  0.063
N  -3.784  1.763  -0.795
C  -4.846  1.377  -1.701
C  -5.543  2.636  -2.197
N  -6.092  3.366  -1.005
C  -4.992  3.725  -0.050
C  -4.301  2.438  0.378
H  1.454  4.047  -1.329
H  0.381  2.715  -1.804
H  2.110  2.426  -1.604
H  0.202  3.172  0.681
H  1.915  2.914  0.843
H  2.899  1.132  0.597
H  -1.772  -2.406  -0.609
H  -1.415  2.464  -0.151
H  -5.591  0.712  -1.233
H  -4.426  0.853  -2.555
H  -6.362  2.400  -2.875
H  -4.830  3.293  -2.689
H  -6.739  2.738  -0.522
H  -6.612  4.193  -1.293
H  -5.416  4.259  0.798
H  -4.294  4.369  -0.580
H  -5.021  1.812  0.935
H  -3.483  2.680  1.052